# 1
The following is a quantum chemistry calculation of C31H57Cl2N3OP2Tb as an isolated structure, from OMol25.

For the HOMO energy (alpha / beta), the calculation gives -2.524 / -2.583 eV. The calculation puts the total energy at -105648.861 eV. The value obtained for the HOMO-LUMO gap (alpha / beta) is 5.058 / 5.120 eV. As for the spin multiplicity: 7. The lowest unoccupied orbital energy (alpha / beta) comes out at 0.0931 / 0.0932 Eh. Its net charge is -1.

XYZ file:
```
97
Properties=species:S:1:pos:R:3:mulliken_spin:R:1
P 0.22 -1.55 -0.37 0.03
C 1.91 -2.29 -0.58 -0.01
C 2.05 -3.81 -0.39 0.00
C 3.54 -4.20 -0.40 0.00
C 4.24 -3.74 -1.68 0.00
C 4.06 -2.23 -1.89 0.00
C 2.57 -1.86 -1.89 0.00
C -0.83 -1.92 -1.85 0.00
C -0.87 -3.40 -2.28 0.00
C -1.94 -3.61 -3.37 0.00
C -1.70 -2.68 -4.57 0.00
C -1.63 -1.22 -4.13 0.00
C -0.56 -1.00 -3.05 0.01
C -0.56 -2.58 0.97 0.00
C 0.23 -2.44 2.28 0.00
C -0.35 -3.34 3.38 0.00
C -1.84 -3.05 3.60 0.00
C -2.63 -3.18 2.29 0.00
C -2.05 -2.27 1.20 -0.01
H 2.46 -1.80 0.24 0.00
H 1.53 -4.35 -1.20 0.00
H 1.60 -4.14 0.55 0.00
H 3.64 -5.29 -0.28 0.00
H 4.02 -3.74 0.47 0.00
H 5.31 -3.99 -1.63 0.00
H 3.82 -4.27 -2.54 0.00
H 4.56 -1.68 -1.08 0.00
H 4.53 -1.91 -2.83 0.00
H 2.45 -0.78 -2.04 0.00
H 2.08 -2.36 -2.74 0.00
H -1.83 -1.64 -1.48 0.00
H -2.93 -3.40 -2.94 0.00
H -1.08 -4.05 -1.43 0.00
H 0.11 -3.69 -2.68 0.00
H -1.94 -4.66 -3.69 0.00
H -2.49 -2.83 -5.32 0.00
H -0.75 -2.96 -5.05 0.00
H -1.42 -0.57 -4.99 0.00
H -2.61 -0.91 -3.73 0.00
H -0.57 0.03 -2.71 0.00
H 0.43 -1.21 -3.48 0.00
H -0.49 -3.62 0.63 0.00
H 1.29 -2.65 2.11 0.00
H 0.20 -1.39 2.60 0.00
H -0.22 -4.39 3.09 0.00
H 0.22 -3.19 4.31 0.00
H -1.95 -2.04 3.99 0.00
H -2.24 -3.74 4.36 0.00
H -3.68 -2.93 2.46 0.00
H -2.59 -4.22 1.95 0.00
H -2.62 -2.40 0.28 0.00
H -2.17 -1.21 1.48 0.01
Tb 0.28 0.74 0.29 6.04
Cl -2.01 0.89 -0.42 0.00
Cl 2.35 0.34 1.46 -0.01
C 1.29 1.35 -1.13 -0.11
H 2.36 1.09 -1.06 0.01
C 1.02 2.13 -2.33 0.01
C -0.27 2.44 -2.81 0.00
C -0.43 3.18 -3.98 0.01
C 0.69 3.63 -4.69 -0.01
C 1.97 3.33 -4.23 0.01
C 2.13 2.58 -3.07 -0.01
H -1.13 2.09 -2.25 0.00
H -1.43 3.41 -4.33 0.00
H 2.84 3.67 -4.78 0.00
H 3.13 2.34 -2.71 0.00
H 0.55 4.21 -5.60 0.00
C -3.02 1.93 2.53 0.00
N -2.05 2.59 3.40 0.00
C -1.50 1.63 4.37 0.00
P -0.73 3.43 2.47 -0.01
O -0.37 2.75 1.10 0.05
N -1.31 5.12 2.04 0.00
C -0.88 5.49 0.68 0.00
C -2.75 5.31 2.21 0.00
N 0.72 3.72 3.55 0.00
C 1.68 2.62 3.50 0.01
C 1.40 4.98 3.23 0.00
H -3.94 1.68 3.12 0.00
H -2.61 0.99 2.13 0.00
H -3.33 2.58 1.70 0.00
H -0.96 0.81 3.85 0.00
H -0.83 2.15 5.08 0.00
H -2.33 1.19 4.97 0.00
H -1.39 4.86 -0.08 0.00
H -1.13 6.56 0.49 0.00
H 0.21 5.38 0.56 0.00
H -3.32 4.75 1.45 0.00
H -3.06 5.02 3.23 0.00
H -2.99 6.39 2.09 0.00
H 2.23 2.65 2.54 0.00
H 2.42 2.73 4.32 0.00
H 1.17 1.65 3.64 0.00
H 1.80 4.98 2.19 0.00
H 0.72 5.84 3.37 0.00
H 2.26 5.14 3.93 0.00
```

# 2
The following is a quantum chemistry calculation of C31H58As2BrI2O9PtSi2 as an isolated structure, from OMol25.

For the HOMO energy (alpha / beta), the calculation gives -10.603 / -10.877 eV. The calculation puts the total energy at -278425.688 eV. The value obtained for the HOMO-LUMO gap (alpha / beta) is 5.762 / 6.283 eV. The relative energy (zero: lowest compared OMol25 entry of this formula, charge and spin) comes out at 4.684 eV. The lowest unoccupied orbital energy (alpha / beta) comes out at -0.1779 / -0.1688 Eh. Its net charge is +1.

XYZ file:
```
106
Properties=species:S:1:pos:R:3:mulliken_charge:R:1
Pt 0.56 -0.03 0.59 0.14
I -0.59 2.41 2.10 0.23
C 0.11 1.80 4.02 -0.91
I 1.01 -0.03 3.41 0.53
H -0.71 1.64 4.71 0.45
H 0.86 2.48 4.41 0.45
C -1.26 -1.37 -4.52 -1.03
Si -1.03 -1.55 -2.68 0.02
C -0.22 -3.18 -2.28 -0.54
C -2.67 -1.47 -1.79 -0.43
C 0.10 -0.10 -2.19 0.49
H -1.90 -2.18 -4.88 0.35
H -0.31 -1.42 -5.06 0.34
H -1.74 -0.42 -4.77 0.27
H -0.86 -4.00 -2.60 0.41
H -0.07 -3.26 -1.20 -0.22
H 0.75 -3.28 -2.77 0.32
H -3.31 -2.29 -2.11 0.50
H -3.18 -0.53 -2.00 -0.28
H -2.53 -1.54 -0.71 0.27
H -0.56 0.86 -2.60 -0.69
H 1.06 -0.13 -2.73 0.39
O 0.28 0.85 -1.18 -0.92
C 6.55 -1.69 -1.27 -0.75
O 6.02 -2.24 -0.04 -0.18
C 4.72 -2.13 0.12 0.17
O 3.96 -1.58 -0.66 -0.56
C 4.19 -2.71 1.39 0.95
C 4.84 -3.49 2.25 -0.11
As 4.35 -4.15 4.11 0.27
C 4.11 -6.00 3.52 -1.15
C 2.48 -3.50 4.03 1.18
C 2.51 -2.23 3.60 -1.78
As 2.33 -2.02 1.58 1.66
C 1.65 -3.74 0.94 -1.35
C 3.57 -1.24 4.12 0.70
O 4.11 -0.48 3.37 -0.52
O 3.85 -1.17 5.42 -0.42
C 3.10 -1.83 6.45 -0.38
C 1.21 -4.29 3.84 0.10
O 0.23 -3.79 3.37 -0.53
O 1.19 -5.55 4.32 -0.34
C 1.57 -5.75 5.68 -0.61
C 6.20 -4.13 2.03 -0.12
O 6.98 -4.13 2.94 -0.53
O 6.49 -4.77 0.89 -0.35
C 5.47 -5.39 0.10 -0.34
H 7.61 -1.87 -1.23 0.26
H 6.34 -0.62 -1.32 0.30
H 6.10 -2.19 -2.13 0.33
H 5.10 -6.36 3.25 0.42
H 3.44 -6.09 2.66 0.31
H 3.74 -6.62 4.33 0.45
H 2.15 -4.58 1.43 0.27
H 1.91 -3.73 -0.12 0.43
H 0.58 -3.82 1.06 0.53
H 3.52 -1.47 7.38 0.35
H 3.21 -2.91 6.40 0.19
H 2.04 -1.56 6.39 0.24
H 1.51 -6.82 5.86 0.24
H 0.87 -5.23 6.34 0.32
H 2.59 -5.41 5.89 0.30
H 5.99 -5.83 -0.74 0.29
H 4.73 -4.67 -0.26 0.12
H 4.97 -6.17 0.67 0.23
C -2.54 5.52 0.52 -1.51
C -3.69 5.03 -0.37 2.41
C -4.71 4.37 0.58 -2.14
C -4.35 6.26 -1.02 -1.84
Si -3.10 3.78 -1.70 0.22
Br -1.64 2.23 -0.77 -0.52
C -2.03 4.62 -3.07 2.36
C -1.04 5.63 -2.46 -2.13
C -1.17 3.59 -3.84 -1.84
C -2.92 5.35 -4.08 -1.78
C -4.53 2.71 -2.40 2.62
C -5.02 1.69 -1.36 -1.70
C -5.73 3.58 -2.81 -1.85
C -4.07 1.91 -3.63 -1.93
H -2.93 6.24 1.25 0.54
H -1.75 6.02 -0.04 0.28
H -2.09 4.70 1.08 -0.07
H -4.95 5.07 1.39 0.60
H -4.31 3.46 1.04 0.31
H -5.65 4.13 0.09 0.35
H -4.75 6.90 -0.23 0.57
H -5.18 6.00 -1.68 0.31
H -3.63 6.85 -1.59 0.29
H -0.41 5.17 -1.70 0.31
H -1.55 6.49 -2.03 0.36
H -0.39 6.00 -3.25 0.57
H -0.45 3.11 -3.18 0.26
H -0.61 4.12 -4.61 0.56
H -1.76 2.82 -4.32 0.33
H -3.58 6.08 -3.62 0.28
H -3.55 4.66 -4.65 0.31
H -2.29 5.88 -4.80 0.55
H -5.38 2.14 -0.44 0.32
H -4.23 0.99 -1.08 0.12
H -5.84 1.11 -1.79 0.53
H -6.20 4.07 -1.96 0.35
H -6.49 2.94 -3.28 0.54
H -5.46 4.35 -3.54 0.30
H -3.18 1.31 -3.41 0.00
H -3.84 2.55 -4.48 0.37
H -4.87 1.23 -3.93 0.62
```

# 3
The following is a quantum chemistry calculation of C31H58BEuN10S3 as an isolated structure, from OMol25.

For the HOMO energy (alpha / beta), the calculation gives -8.429 / -9.793 eV. The calculation puts the total energy at -100502.817 eV. The value obtained for the HOMO-LUMO gap (alpha / beta) is 6.850 / 8.214 eV. The relative energy (zero: lowest compared OMol25 entry of this formula, charge and spin) comes out at 0.971 eV. As for the spin multiplicity: 8. The lowest unoccupied orbital energy (alpha / beta) comes out at -0.0580 / -0.0580 Eh. Its net charge is +1.

XYZ file:
```
104
Properties=species:S:1:pos:R:3:mulliken_spin:R:1
Eu 0.60 0.38 0.53 6.97
C 3.67 -0.29 2.91 0.00
C 2.42 -1.17 3.07 0.01
N 1.10 -0.53 2.90 0.00
C 0.63 0.30 4.02 0.01
C 1.02 1.76 3.89 0.00
N 0.64 2.35 2.59 0.01
C 1.30 3.66 2.48 0.00
C 0.95 4.51 1.26 0.00
C 0.77 3.81 -0.10 0.02
N 1.55 2.59 -0.32 -0.03
C 3.01 2.74 -0.34 0.00
C 3.65 1.36 -0.52 0.02
N 3.21 0.39 0.51 0.00
C 3.67 0.80 1.84 0.00
H 4.50 -0.98 2.73 0.00
H 3.89 0.21 3.86 0.00
H 2.49 -1.65 4.06 0.00
H 2.45 -1.97 2.33 -0.01
H 0.47 -1.32 2.86 -0.01
H 1.00 -0.07 4.98 0.00
H -0.46 0.23 4.04 -0.01
H 2.10 1.87 4.00 0.00
H 0.57 2.32 4.72 0.00
H -0.36 2.52 2.62 0.00
H 2.38 3.48 2.50 0.00
H 1.09 4.27 3.37 0.00
H 1.74 5.26 1.18 0.00
H 0.03 5.06 1.45 0.00
H 0.98 4.56 -0.88 0.00
H -0.28 3.51 -0.20 -0.01
H 1.30 2.30 -1.27 -0.01
H 3.35 3.19 0.60 0.00
H 3.35 3.39 -1.15 0.00
H 4.74 1.48 -0.50 0.00
H 3.38 0.97 -1.50 0.00
H 3.66 -0.49 0.28 0.00
H 3.03 1.61 2.17 0.00
H 4.70 1.18 1.78 0.00
C 2.65 -5.31 -2.39 0.00
C 2.69 -3.91 -1.77 0.00
C 3.08 -4.06 -0.31 0.00
C 3.73 -3.03 -2.48 0.00
N 1.35 -3.28 -2.02 0.00
C 0.89 -3.24 -3.32 0.00
C -0.33 -2.67 -3.31 0.00
N -0.64 -2.34 -2.01 -0.02
B -2.05 -1.76 -1.73 0.03
N -2.20 -0.29 -2.22 -0.02
C -3.47 0.18 -2.46 0.00
C -3.38 1.39 -3.00 0.00
N -2.03 1.70 -3.12 0.01
C -1.31 0.65 -2.62 0.00
S 0.39 0.51 -2.37 0.01
C -1.66 2.93 -3.90 0.00
C -2.18 2.74 -5.33 0.00
C -0.17 3.22 -3.98 0.00
C -2.35 4.12 -3.23 0.00
N -2.51 -1.90 -0.25 -0.01
C -3.03 -3.12 0.14 0.00
C -3.52 -2.98 1.38 0.00
N -3.33 -1.67 1.77 0.00
C -2.69 -1.01 0.76 0.00
S -2.13 0.62 0.73 0.00
C -3.84 -1.27 3.12 0.00
C -5.31 -1.69 3.19 0.00
C -3.01 -2.03 4.16 0.00
C -3.78 0.22 3.44 0.00
C 0.40 -2.71 -1.22 0.00
S 0.44 -2.43 0.48 0.00
H 3.60 -5.81 -2.20 0.00
H 1.85 -5.90 -1.94 0.00
H 2.50 -5.28 -3.47 0.00
H 4.03 -4.60 -0.28 0.00
H 3.23 -3.09 0.17 0.00
H 2.34 -4.62 0.25 0.00
H 4.73 -3.41 -2.28 0.00
H 3.58 -3.03 -3.56 0.00
H 3.66 -2.00 -2.13 0.00
H 1.46 -3.60 -4.16 0.00
H -1.00 -2.46 -4.12 0.00
H -2.80 -2.42 -2.39 0.00
H -4.35 -0.40 -2.20 0.00
H -4.15 2.07 -3.31 0.00
H -1.66 1.91 -5.81 0.00
H -3.25 2.53 -5.34 0.00
H -2.01 3.64 -5.91 0.00
H 0.39 2.37 -4.37 0.00
H -0.03 4.06 -4.66 0.00
H 0.24 3.50 -3.01 0.00
H -3.43 4.08 -3.34 0.00
H -2.11 4.15 -2.16 0.00
H -2.00 5.05 -3.69 0.00
H -3.00 -3.98 -0.50 0.00
H -3.99 -3.72 2.00 0.00
H -5.44 -2.77 3.15 0.00
H -5.74 -1.34 4.13 0.00
H -5.88 -1.24 2.37 0.00
H -3.13 -3.11 4.05 0.00
H -1.95 -1.79 4.05 0.00
H -3.33 -1.76 5.16 0.00
H -4.32 0.81 2.70 0.00
H -4.24 0.38 4.41 0.00
H -2.76 0.59 3.48 0.00
```

# 4
The following is a quantum chemistry calculation of a 8-piece molecular cluster, C31H58Cl14IN3O9P overall, from OMol25.

For the HOMO energy, the calculation gives -11.891 eV. The calculation puts the total energy at -248682.374 eV. The value obtained for the HOMO-LUMO gap is 9.235 eV. The lowest unoccupied orbital energy comes out at -0.0976 Eh. Its net charge is +1.

XYZ file:
```
117
Properties=species:S:1:pos:R:3:mulliken_charge:R:1
C -1.74 -1.33 -5.92 -0.05
C -2.21 -2.75 -5.71 -0.38
O -2.78 -2.91 -4.42 -0.41
C -1.86 -3.35 -3.45 -0.72
C -2.47 -3.08 -2.10 0.75
C -1.67 -3.59 -0.89 -0.66
C -0.14 -3.44 -0.95 -1.27
C 0.49 -2.77 0.28 -1.44
C -0.10 -1.42 0.67 0.35
N -0.34 -0.51 -0.54 1.05
P 0.99 -0.36 -1.87 0.40
C 1.23 1.41 -2.05 -0.72
O 2.35 -0.66 -1.05 -0.68
C -1.12 0.74 -0.14 -0.55
C -2.60 0.46 -0.46 -0.60
C -2.77 0.52 -1.96 -0.61
O -1.84 0.61 -2.73 -0.42
I -4.79 0.47 -2.61 0.13
C -0.78 1.34 1.27 0.98
N 0.24 2.39 1.09 -0.51
C -1.97 2.13 1.85 -1.75
C -3.28 1.48 2.37 -1.63
N -3.40 0.04 2.40 0.15
O -0.25 0.44 2.25 0.13
C 0.48 -0.74 1.91 2.48
C 2.01 -0.52 1.90 -2.10
C 2.61 0.81 1.51 -0.12
O 2.46 1.68 2.62 -0.14
C 2.69 3.00 2.48 0.88
C 3.51 3.47 1.32 -0.41
O 2.29 3.77 3.33 -0.63
C 0.35 -1.70 3.14 -1.72
C -0.94 -2.37 3.51 -0.24
O -1.73 -2.88 2.77 -0.43
O -1.08 -2.53 4.88 -0.36
C -1.39 -1.41 5.66 0.82
C -0.26 -0.55 6.13 -1.03
O -2.55 -1.20 5.95 -0.50
H -2.39 -0.61 -5.43 0.17
H -0.75 -1.20 -5.47 0.15
H -1.60 -1.12 -6.97 -0.31
H -2.95 -3.03 -6.45 0.37
H -1.38 -3.44 -5.84 0.28
H -1.63 -4.41 -3.58 0.26
H -0.93 -2.77 -3.55 0.32
H -2.64 -2.00 -2.03 -1.12
H -3.46 -3.53 -2.06 0.77
H -2.09 -3.11 -0.01 0.02
H -1.91 -4.65 -0.76 0.70
H 0.29 -4.43 -1.00 0.63
H 0.20 -2.93 -1.85 0.47
H 0.32 -3.44 1.12 0.76
H 1.57 -2.73 0.15 0.43
H -1.12 -1.66 0.97 0.04
H -1.01 -1.06 -1.08 -0.08
H 0.31 1.91 -2.33 0.31
H 1.89 1.46 -2.91 0.58
H 1.74 1.89 -1.22 0.10
H 2.69 -1.53 -1.31 0.40
H -0.87 1.53 -0.84 0.91
H -3.26 1.20 -0.04 0.65
H -2.94 -0.52 -0.11 0.34
H -0.19 3.29 0.98 0.48
H 0.80 2.24 0.27 -0.59
H -2.26 2.80 1.05 0.59
H -1.53 2.76 2.62 0.82
H -4.10 1.87 1.77 0.29
H -3.48 1.85 3.37 0.60
H -3.28 -0.32 3.33 0.42
H -2.82 -0.45 1.76 -0.82
H 2.41 -0.69 2.90 0.63
H 2.47 -1.28 1.28 0.60
H 2.22 1.22 0.59 -0.55
H 3.68 0.65 1.34 0.96
H 3.98 2.69 0.73 0.28
H 4.31 4.08 1.75 -0.34
H 2.92 4.10 0.66 0.25
H 1.08 -2.50 3.03 0.55
H 0.70 -1.12 3.98 0.68
H -0.58 -0.09 7.05 0.40
H 0.62 -1.15 6.33 0.42
H -0.03 0.21 5.38 0.16
C -6.28 -1.87 1.68 0.33
Cl -5.71 -1.84 0.00 -0.12
Cl -7.97 -1.37 1.84 -0.16
H -6.18 -2.88 2.05 0.32
H -5.65 -1.18 2.24 -0.38
C 4.78 1.66 4.90 0.07
Cl 5.73 1.17 6.31 -0.17
Cl 5.68 1.46 3.39 -0.07
H 3.89 1.04 4.85 -0.06
H 4.51 2.70 5.01 0.21
C -6.54 0.83 5.43 -0.18
Cl -7.22 2.31 6.12 -0.16
Cl -6.23 0.99 3.69 -0.09
H -5.60 0.62 5.92 0.10
H -7.24 0.02 5.57 0.34
C 8.32 2.94 1.00 0.07
Cl 9.25 3.53 -0.38 -0.15
Cl 7.15 1.70 0.53 -0.15
H 9.00 2.51 1.72 0.30
H 7.78 3.77 1.43 -0.05
C -1.38 -0.10 -9.79 -0.41
Cl -2.50 -1.47 -9.70 -0.15
Cl 0.28 -0.59 -9.45 -0.08
H -1.43 0.32 -10.78 0.33
H -1.68 0.63 -9.05 0.29
C 4.83 6.76 2.96 -0.12
Cl 5.65 8.25 2.49 -0.16
Cl 5.97 5.42 3.21 -0.14
H 4.30 6.93 3.89 0.32
H 4.14 6.48 2.18 0.12
C 3.63 -3.20 -9.83 -0.24
Cl 3.35 -1.92 -8.63 -0.15
Cl 2.78 -2.89 -11.34 -0.13
H 4.69 -3.25 -10.03 0.27
H 3.27 -4.13 -9.42 0.25
```

Question: Among the records above, which one has the highest total energy?
Answer: C31H58BEuN10S3